The ion C2H7N2 with charge +1, computed with ωB97M-V/def2-TZVPD.

Values from the calculation:
- Lowest unoccupied orbital energy (spin up / spin down): -0.134 / -0.342 Eh
- Relative energy (zero: lowest compared OMol25 entry of this formula, charge and spin): 400.21 kJ/mol
- Gap between HOMO and LUMO (spin up / spin down): 4.51 / 10.18 eV
- Max |F|: 5.32 eV/Å
- Net charge: +1
- Multiplicity: 3

Element x y z (Å)
C (0.87, -0.61, 0.04)
C (-0.31, 0.03, -0.43)
N (-0.42, 1.50, -0.38)
N (-0.36, -0.70, 0.83)
H (1.06, -1.54, -0.51)
H (1.70, -0.21, 0.57)
H (-0.84, -0.39, -1.28)
H (-1.10, 1.78, -0.99)
H (0.60, 1.72, -0.56)
H (-0.88, -1.49, 1.13)
H (-0.31, -0.10, 1.58)